(1)
# C4HF9NO7S3

A gas-phase ion, C4HF9NO7S3 (charge -1) in a non-equilibrium geometry (wB97M-V/def2-TZVPD, OMol25).

The HOMO-LUMO gap comes out at 8.643 eV. For the HOMO energy, the calculation gives -7.1 eV. As for the total charge: -1. The energy comes out at -76946.435 eV. As for the relative energy (zero: lowest compared OMol25 entry of this formula, charge and spin): 90.5 kcal per mole.

Each line ends with the Mulliken charge.
Cartesian coordinates (Å):
O1 -2.6735 1.5705 -2.3350  -0.55
S1 -1.5152 2.4699 -2.0543  1.10
O2 -1.5052 3.6858 -2.9534  -0.64
O3 -1.7828 3.0929 -0.4959  -0.46
N1 0.0285 1.7520 -2.2010  -0.41
S2 -0.0540 0.0958 -2.5783  0.99
O4 -0.8484 -0.2213 -3.8284  -0.53
O5 1.3662 -0.3480 -2.8842  -0.61
S3 -0.7591 -1.1033 -0.9138  1.05
O6 -1.4705 -2.2687 -1.5753  -0.65
O7 -1.7966 -0.4003 -0.0859  -0.54
C1 0.6285 -1.8685 0.0779  0.39
F1 1.4319 -2.5702 -0.8662  -0.23
F2 0.0674 -2.8516 0.8980  -0.22
C2 1.6127 -0.8571 0.8129  0.53
F3 2.2889 0.0153 -0.0692  -0.23
F4 2.6449 -1.6546 1.3875  -0.29
C3 0.9813 0.0610 1.9499  0.49
F5 2.0839 0.6949 2.5928  -0.30
F6 0.2093 1.1353 1.4488  -0.17
C4 0.1918 -0.6991 3.1081  0.62
F7 -1.1465 -0.9485 2.7860  -0.19
F8 0.7898 -1.8798 3.5408  -0.23
F9 0.1788 0.1595 4.2358  -0.26
H1 -0.9520 2.9380 0.0026  0.34

Atoms 1-2, force components in eV/Å:
O 3.0 1.6 1.4
S -2.9 1.7 -3.7

=====

(2)
# C11H28IO2P2Y

A molecular structure, C11H28IO2P2Y in a non-equilibrium geometry (wB97M-V/def2-TZVPD, OMol25).

The HOMO-LUMO gap comes out at 7.112 eV. For the HOMO energy, the calculation gives -15.4 eV. As for the total charge: +2. The energy comes out at -43663.414 eV.

Each line ends with the Mulliken charge.
Cartesian coordinates (Å):
C1 -2.3393 -0.1494 -1.2144  -1.53
I1 -3.0499 0.0278 1.0083  0.25
H1 -3.3230 0.2345 -1.5457  0.51
H2 -2.2237 -1.2227 -1.3761  0.62
H3 -1.5305 0.3500 -1.8517  0.52
Y1 -0.0330 -0.4063 0.1759  0.81
P1 -0.7234 -3.2277 0.4780  0.90
C2 0.4762 -4.5613 0.1740  -1.22
C3 -1.2720 -3.6421 2.1854  -1.16
H4 -1.7509 -4.6325 2.2518  0.40
H5 -2.4475 -4.8655 -0.1395  0.43
H6 -1.9800 -2.8820 2.5418  0.32
H7 -3.0244 -3.1979 -0.3591  0.36
H8 1.3606 -4.3942 0.8007  0.39
H9 -0.3921 -3.6214 2.8429  0.38
C4 -2.1633 -3.8635 -0.4851  -1.26
H10 0.0633 -5.5499 0.4154  0.38
H11 -1.9064 -3.9276 -1.5493  0.37
H12 0.7966 -4.5713 -0.8733  0.40
P2 -0.9429 2.4539 -0.4440  0.66
C5 0.4665 3.2869 -1.2589  -0.99
C6 -2.3623 3.0996 -1.3891  -1.22
H13 -1.8976 2.9110 1.7469  0.31
H14 -1.5309 4.4467 0.8577  0.42
H15 -0.1982 3.4809 1.6284  0.32
C7 -1.1674 3.4326 1.1062  -1.15
H16 -3.2970 2.6585 -1.0238  0.35
H17 -2.4223 4.1937 -1.3053  0.47
H18 0.2675 4.3666 -1.3884  0.46
H19 0.6580 2.8276 -2.2460  0.34
H20 -2.2110 2.8284 -2.4414  0.36
H21 1.3545 3.1320 -0.6226  0.04
C8 0.8041 -1.8107 -1.7067  0.36
O1 1.3847 -2.3925 -2.5218  -0.09
C9 3.7812 1.2577 -0.5195  -1.29
C10 3.0263 0.8846 0.7384  0.39
C11 3.1335 1.9177 1.8505  -1.16
O2 1.6670 0.6155 0.4935  -0.72
H22 3.4273 2.1833 -0.9976  0.26
H23 3.7588 0.4503 -1.2629  0.31
H24 4.8206 1.4078 -0.2069  0.43
H25 3.4861 -0.0542 1.0692  0.35
H26 2.6631 2.8653 1.5251  0.21
H27 2.5983 1.5701 2.7484  0.31
H28 4.1947 2.0897 2.0909  0.42

Atoms 1-2, force components in eV/Å:
C -1.4 -0.4 -0.6
I 1.1 -0.2 -1.4

=====

(3)
# CsF12K3N6NaO24S12

A molecular structure, CsF12K3N6NaO24S12 in a non-equilibrium geometry (wB97M-V/def2-TZVPD, OMol25).

The HOMO-LUMO gap comes out at 7.036 eV. For the HOMO energy, the calculation gives -7.1 eV. As for the total charge: -1. The energy comes out at -274650.722 eV.

Each line ends with the Mulliken charge.
Cartesian coordinates (Å):
Na1 -3.3994 24.0812 -1.0021  1.17
K1 1.5427 25.6218 1.8545  0.93
K2 -6.1291 28.3971 0.6958  0.94
K3 -4.7178 21.4128 0.4363  0.94
Cs1 -4.2691 24.0868 6.1532  1.04
N1 -3.4458 23.8234 1.3584  0.24
S1 -3.9501 25.2131 2.1436  0.74
O1 -2.9828 26.2960 2.3460  -0.53
O2 -5.0315 24.9642 3.0987  -0.57
F1 -4.6672 25.8459 0.8027  -0.16
S2 -2.2877 23.6131 2.3718  0.36
O3 -2.5029 23.4128 3.8336  -0.47
O4 -1.0855 24.3408 2.0008  -0.18
F2 -1.8162 22.1076 1.8397  -0.35
N2 2.3007 23.0669 1.0900  -0.10
S3 1.5688 21.9225 0.5602  0.84
O5 0.6547 21.1876 1.4590  -0.53
O6 2.1232 21.3569 -0.6619  -0.64
F3 0.4593 22.8600 -0.1346  -0.24
S4 3.1227 22.1136 2.2162  0.98
O7 4.0277 21.1018 1.6967  -0.61
O8 2.5578 21.9595 3.5551  -0.36
F4 4.2025 23.3212 2.4805  -0.36
N3 -8.9505 24.3972 -0.1480  -0.56
S5 -7.7140 24.4975 0.8001  0.90
O9 -7.1833 25.8463 0.9998  -0.42
O10 -6.8369 23.3539 0.6331  -0.43
F5 -8.4725 24.3109 2.2448  -0.34
S6 -8.2461 25.2445 -1.3964  1.12
O11 -6.8891 24.8597 -1.7738  -0.26
O12 -8.6119 26.6448 -1.4765  -0.67
F6 -9.0946 24.6395 -2.6309  -0.29
N4 -3.5026 21.8907 -2.0839  -0.08
S7 -2.4870 20.7948 -2.2542  0.78
O13 -1.3889 20.9602 -3.2027  -0.55
O14 -2.9308 19.5167 -1.6871  -0.59
F7 -1.6929 21.2651 -0.9104  -0.23
S8 -4.5257 21.1817 -3.2932  0.88
O15 -5.3725 20.1513 -2.7901  -0.54
O16 -4.0179 21.2003 -4.6842  -0.53
F8 -5.5148 22.4154 -3.2143  -0.19
N5 -2.7862 26.0617 -2.1763  -0.09
S9 -3.8026 27.1229 -2.4237  0.77
O17 -3.8215 27.8536 -3.6950  -0.63
O18 -4.3944 27.7401 -1.2452  -0.46
F9 -4.9255 26.0399 -2.8161  -0.25
S10 -1.4574 27.0864 -1.6458  0.88
O19 -0.6323 26.5135 -0.6292  -0.43
O20 -1.5926 28.5623 -1.7524  -0.58
F10 -0.4132 26.8101 -2.8875  -0.32
N6 0.7911 23.4052 6.8299  -0.53
S11 2.1015 24.0427 5.9136  0.99
O21 1.9590 24.8332 4.7338  -0.47
O22 3.2964 23.2070 6.0131  -0.58
F11 2.4108 25.2251 6.9387  -0.29
S12 0.3555 22.4838 5.6887  1.06
O23 0.8336 21.0859 5.8456  -0.66
O24 0.0998 23.1100 4.3911  -0.17
F12 -1.1648 22.3706 6.2788  -0.36

Atoms 1-2, force components in eV/Å:
Na 0.2 0.1 -0.6
K -0.3 -0.7 0.2

=====

(4)
# C4H10OSi

A single C4H10OSi molecule in a non-equilibrium geometry (wB97M-V/def2-TZVPD, OMol25).

The HOMO-LUMO gap comes out at 9.163 eV. For the HOMO energy, the calculation gives -8.2 eV. As for the total charge: 0. The energy comes out at -14234.088 eV. As for the relative energy (zero: lowest compared OMol25 entry of this formula, charge and spin): 35.3 kcal per mole.

Each line ends with the Mulliken charge.
Cartesian coordinates (Å):
C1 1.7357 -0.1498 -1.7273  -1.14
C2 1.2632 -0.2604 -0.3034  0.45
O1 1.9360 0.0107 0.6478  -0.50
Si1 -0.9108 -0.4689 0.1549  0.48
C3 -0.8269 -0.9829 2.0270  -0.95
C4 -1.2451 1.3177 -0.2024  -0.99
H1 2.5041 0.6897 -1.8805  0.30
H2 2.3990 -1.0284 -1.8392  0.35
H3 0.9825 -0.1670 -2.3991  0.35
H4 -1.7243 -1.3185 -0.7642  -0.16
H5 0.1447 -0.6596 2.3997  0.32
H6 -1.5947 -0.3128 2.5668  0.28
H7 -1.0293 -2.0546 2.2556  0.28
H8 -2.0813 1.7178 -0.8225  0.37
H9 -1.2017 1.9763 0.6770  0.33
H10 -0.3511 1.6907 -0.7903  0.25

Atoms 1-2, force components in eV/Å:
C 4.4 0.4 2.2
C -2.9 0.0 0.1

=====

(5)
# C22H49F4O17P3S

4 unconnected molecules or ions with the total composition C22H49F4O17P3S in a non-equilibrium geometry (wB97M-V/def2-TZVPD, OMol25).

The HOMO-LUMO gap comes out at 9.254 eV. For the HOMO energy, the calculation gives -10.0 eV. As for the total charge: 0. The energy comes out at -107989.436 eV.

Each line ends with the Mulliken charge.
Cartesian coordinates (Å):
O1 2.7827 -0.0136 1.2175  -0.45
C1 2.8223 0.7849 0.3527  0.42
C2 1.5453 1.5293 -0.0250  -0.13
O2 0.8238 1.9233 1.1327  -0.37
C3 0.7995 3.2490 1.3703  0.86
F1 -0.0786 3.8882 0.5762  -0.25
F2 0.4473 3.4617 2.6355  -0.27
F3 1.9970 3.8380 1.1831  -0.20
O3 3.9807 1.0162 -0.3639  -0.41
C4 4.8686 1.8355 0.4080  -0.49
S1 4.8702 3.5633 -0.1694  1.23
O4 4.7816 4.3994 0.9756  -0.57
O5 6.0494 3.7822 -0.9348  -0.59
F4 3.6557 3.7067 -1.1298  -0.16
H1 0.9273 0.7851 -0.5311  0.16
H2 1.7187 2.3207 -0.7485  0.38
H3 5.8851 1.4531 0.3833  0.42
H4 4.5268 1.8649 1.4412  0.44
C5 -4.4760 -0.3494 -0.9451  -0.39
C6 -4.6252 -0.8402 -2.3736  -0.45
O6 -3.6540 -0.2542 -3.2443  -0.33
P1 -2.1375 -0.8348 -3.2433  0.89
O7 -2.2497 -2.3031 -3.3539  -0.81
O8 -1.6466 -0.4256 -4.7497  -0.40
C7 -0.9533 -1.3595 -5.5825  -0.35
C8 -1.8810 -1.9141 -6.6426  -1.08
O9 -1.3955 0.4115 -2.5693  -0.02
C9 -1.6101 1.7539 -3.0490  -0.15
C10 -2.4794 2.5447 -2.0951  -1.16
H5 -3.4625 -0.5199 -0.5732  0.22
H6 -5.1813 -0.8614 -0.2900  -0.01
H7 -4.6675 0.7217 -0.8812  0.18
H8 -4.5631 -1.9293 -2.4104  0.36
H9 -5.6041 -0.5618 -2.7634  0.28
H10 -0.5143 -2.1606 -4.9896  0.35
H11 -0.1321 -0.8164 -6.0539  0.34
H12 -2.7851 -2.3250 -6.1944  0.28
H13 -1.3880 -2.6964 -7.2213  0.37
H14 -2.1924 -1.1208 -7.3238  0.29
H15 -2.0279 1.7709 -4.0513  0.27
H16 -0.6208 2.2100 -3.1048  0.44
H17 -3.5307 2.2899 -2.2189  0.24
H18 -2.3771 3.6125 -2.2933  0.42
H19 -2.2048 2.3463 -1.0586  0.26
C11 11.6535 -0.3995 0.9631  -0.95
C12 10.6470 -0.6513 -0.1453  -0.29
O10 10.0023 -1.9189 -0.0061  -0.33
P2 8.7929 -2.0858 1.0733  1.05
O11 7.8708 -0.9677 0.7712  -0.65
O12 7.9267 -3.2930 0.3909  -0.41
C13 6.4922 -3.1728 0.3832  -0.40
C14 5.9779 -2.6412 -0.9314  -1.00
O13 9.5351 -3.0329 2.1156  -0.38
C15 10.2277 -4.2198 1.6798  -0.12
C16 11.7281 -4.0268 1.7254  -1.06
H20 11.1884 -0.4945 1.9474  0.26
H21 12.0777 0.6007 0.8715  0.40
H22 12.4684 -1.1219 0.9196  0.22
H23 9.9076 0.1511 -0.1769  0.26
H24 11.1508 -0.6616 -1.1117  0.31
H25 6.1497 -2.5176 1.1829  0.34
H26 6.1060 -4.1714 0.5923  0.36
H27 6.4839 -1.7092 -1.1800  0.22
H28 4.9036 -2.4597 -0.8734  0.33
H29 6.1736 -3.3351 -1.7505  0.32
H30 9.9125 -4.5370 0.6898  0.25
H31 9.9385 -5.0043 2.3789  0.41
H32 12.0730 -3.4563 0.8646  0.16
H33 12.2290 -4.9954 1.7001  0.41
H34 12.0281 -3.4926 2.6267  0.29
C17 -11.6050 1.1710 1.1312  -0.92
C18 -11.0532 1.5349 2.4984  -0.41
O14 -9.7545 0.9842 2.7121  -0.33
P3 -8.4466 1.7120 2.0366  1.14
O15 -8.5707 3.1015 2.5643  -0.79
O16 -7.2408 1.2434 3.0749  -0.41
C19 -6.2769 2.1738 3.5727  -0.36
C20 -6.5904 2.5488 5.0066  -1.11
O17 -8.0529 0.4336 1.1227  -0.31
C21 -7.9926 -0.8976 1.6674  0.00
C22 -9.1750 -1.7296 1.2183  -1.19
H35 -10.9169 1.4702 0.3360  0.24
H36 -12.5653 1.6601 0.9654  0.39
H37 -11.7501 0.0942 1.0446  0.23
H38 -11.0345 2.6192 2.6250  0.36
H39 -11.6974 1.1317 3.2801  0.29
H40 -6.2250 3.0592 2.9405  0.35
H41 -5.3037 1.6810 3.5224  0.35
H42 -7.6170 2.9006 5.1032  0.28
H43 -5.9160 3.3291 5.3626  0.38
H44 -6.4874 1.6774 5.6550  0.29
H45 -7.9168 -0.8940 2.7496  0.26
H46 -7.0714 -1.3344 1.2791  0.39
H47 -10.0637 -1.4865 1.7983  0.16
H48 -8.9639 -2.7896 1.3688  0.44
H49 -9.4008 -1.5561 0.1660  0.29

Atoms 1-2, force components in eV/Å:
O 0.3 -0.7 0.9
C -0.6 0.1 -0.1

=====

(6)
# C19H45CoN4P

A molecular structure, C19H45CoN4P in a non-equilibrium geometry (wB97M-V/def2-TZVPD, OMol25).

The HOMO-LUMO gap (alpha / beta) comes out at 10.847 / 7.185 eV. For the HOMO energy (alpha / beta), the calculation gives -18.8 / -20.1 eV. As for the total charge: +3. The energy comes out at -73283.368 eV. As for the multiplicity: 5. As for the relative energy (zero: lowest compared OMol25 entry of this formula, charge and spin): 0.0 kcal per mole.

Each line ends with the Mulliken spin population.
Cartesian coordinates (Å):
Co1 -0.8585 0.1335 0.0134  2.93
C1 -3.3137 1.3646 -1.8598  0.03
C2 -2.8890 2.4744 -0.9163  0.00
N1 -1.8012 2.0836 0.0407  0.08
C3 -2.1506 2.4466 1.4382  -0.02
C4 -1.0889 1.9110 2.3661  0.03
N2 -0.9432 0.4430 2.1808  0.08
C5 -2.0132 -0.3223 2.9018  0.00
C6 -3.1301 -0.8525 2.0094  0.02
C7 -2.7271 -2.1017 1.2463  -0.01
N3 -1.8376 -1.7963 0.0803  0.07
C8 -2.5330 -2.0137 -1.2114  0.00
C9 -1.6557 -1.5183 -2.3362  0.02
N4 -1.2588 -0.1011 -2.1239  0.09
C10 -2.1887 0.8807 -2.7637  0.00
H1 -4.1049 1.7708 -2.4919  0.00
H2 -3.7622 0.5394 -1.3025  -0.01
H3 -3.7502 2.8010 -0.3349  0.00
H4 -2.5536 3.3338 -1.4986  0.00
H5 -0.9850 2.6472 -0.2000  0.00
H6 -3.1276 2.0230 1.6679  0.00
H7 -2.2342 3.5294 1.5498  0.00
H8 -1.3323 2.1495 3.4031  0.00
H9 -0.1329 2.3810 2.1398  -0.01
H10 -0.0645 0.1861 2.6200  -0.02
H11 -2.4278 0.3185 3.6816  0.00
H12 -1.5376 -1.1647 3.4060  0.00
H13 -3.4680 -0.0878 1.3012  0.00
H14 -3.9868 -1.0905 2.6404  0.00
H15 -3.6128 -2.6222 0.8821  0.00
H16 -2.2068 -2.7904 1.9129  0.00
H17 -1.0805 -2.4759 0.1027  -0.01
H18 -3.4859 -1.4878 -1.1849  0.00
H19 -2.7515 -3.0737 -1.3559  0.00
H20 -2.1732 -1.6380 -3.2898  0.01
H21 -0.7456 -2.1228 -2.3866  0.00
H22 -0.3747 0.0144 -2.6077  -0.03
H23 -2.5990 0.4252 -3.6666  0.00
H24 -1.5946 1.7397 -3.0845  0.00
C11 4.2821 0.5241 0.9507  0.03
C12 2.9837 1.1487 0.4285  0.04
C13 2.4104 2.1834 1.3902  0.01
P1 1.7907 -0.1665 -0.1515  0.40
C14 2.1378 -0.3303 -1.9590  0.04
C15 3.5839 -0.7533 -2.2626  0.04
C16 1.8481 1.0142 -2.6625  0.02
C17 1.8176 -1.7790 0.7857  0.10
C18 2.6222 -2.8920 0.1086  0.03
C19 2.2127 -1.5922 2.2559  0.01
H25 5.0826 1.2468 0.7766  0.01
H26 4.5739 -0.3945 0.4423  0.00
H27 4.2364 0.3469 2.0224  0.00
H28 3.1782 1.6481 -0.5244  0.01
H29 2.1455 1.7446 2.3538  0.00
H30 1.5504 2.7024 0.9646  -0.01
H31 3.1723 2.9393 1.5847  0.00
H32 1.4600 -1.1098 -2.3245  0.00
H33 4.3043 -0.0144 -1.9136  0.00
H34 3.6738 -0.8021 -3.3498  0.01
H35 3.8518 -1.7287 -1.8700  0.00
H36 2.7210 1.6651 -2.6214  0.00
H37 1.0134 1.5788 -2.2362  -0.01
H38 1.6470 0.8396 -3.7204  0.00
H39 0.7631 -2.0817 0.7614  -0.01
H40 3.6921 -2.6945 0.1500  0.00
H41 2.3263 -3.0730 -0.9235  0.00
H42 2.4418 -3.8125 0.6667  0.00
H43 3.2937 -1.5824 2.3658  0.00
H44 1.8395 -2.4359 2.8365  0.00
H45 1.8253 -0.6761 2.7054  0.00

Atoms 1-2, force components in eV/Å:
Co -1.3 0.1 0.1
C 0.1 0.0 0.0

=====

- Number 2 is which compound?
  C11H28IO2P2Y